ORCA calculation (ωB97M-V/def2-TZVPD) on C5H7N in the gas phase in a non-equilibrium geometry.

## Properties
Net charge = 0
E_HOMO (spin up / spin down) = -0.3439 / -0.3031 hartree
Molar mass = 81.1 g/mol
Relative energy (zero: lowest compared OMol25 entry of this formula, charge and spin) = 143.3 kcal/mol
Kohn-Sham gap (spin up / spin down) = 9.5 / 7.6 eV

Each line ends with the Löwdin charge.
Geometry (Å):
C 1.238 0.346 -0.432  -0.03
C -0.164 0.108 0.423  -0.71
C 0.363 -1.176 0.936  0.08
N -0.103 1.079 1.379  0.15
C -1.280 0.024 -0.534  -0.08
C -2.214 0.003 -1.295  0.13
H 1.051 1.300 -0.923  0.08
H 1.397 -0.433 -1.178  0.08
H 2.086 0.443 0.247  0.08
H 0.539 -1.230 2.006  0.07
H 0.921 -1.859 0.302  0.06
H -1.010 1.547 1.452  0.06
H -3.041 -0.031 -1.970  0.03



ORCA calculation (ωB97M-V/def2-TZVPD) on a molecular structure, C37H32AgNO4P in a non-equilibrium geometry.

## Properties
Net charge = -1
E_HOMO = -0.1342 hartree
Molar mass = 693.5 g/mol
Kohn-Sham gap = 6.2 eV

Each line ends with the Löwdin charge.
Geometry (Å):
Ag 1.925 -0.265 -2.014  0.78
C -0.007 -0.260 -6.085  -0.13
C -1.178 0.404 -5.757  -0.12
C -1.293 1.008 -4.520  -0.08
C -0.244 0.925 -3.608  -0.25
C 0.958 0.223 -3.881  -0.16
C 1.022 -0.352 -5.161  -0.16
C -0.218 1.764 -2.403  -0.26
C -0.415 3.132 -2.555  -0.01
C 0.128 3.993 -1.618  0.00
C 0.694 3.462 -0.464  -0.17
C 1.513 4.246 0.446  -0.04
C 1.667 3.831 1.700  -0.02
C 0.785 2.710 2.133  -0.26
C 0.828 1.526 1.129  -0.42
C 0.526 2.075 -0.245  -0.20
N 0.207 1.238 -1.237  0.12
H 0.105 -0.692 -7.074  0.09
H -1.994 0.460 -6.465  0.09
H -2.205 1.538 -4.265  0.10
H 1.930 -0.863 -5.465  0.07
H -0.879 3.500 -3.456  0.11
H 0.143 5.060 -1.788  0.11
H 2.031 5.100 0.037  0.11
H 2.337 4.291 2.408  0.11
H -0.254 3.084 2.056  0.16
H 1.992 0.004 0.679  0.06
C 2.496 -4.871 -2.376  -0.04
C 2.086 -3.422 -2.113  -0.53
C 0.581 -3.259 -2.343  -0.03
O 2.823 -2.562 -2.978  -0.08
C 2.431 -2.986 -0.621  -0.63
O 2.787 -3.869 0.147  0.02
O 2.275 -1.771 -0.352  -0.11
H 2.266 -5.150 -3.407  0.08
H 1.963 -5.532 -1.698  0.08
H 3.562 -4.979 -2.199  0.08
H 0.331 -3.375 -3.402  0.09
H 0.255 -2.263 -2.020  0.06
H 0.041 -4.009 -1.771  0.07
H 2.529 -2.730 -3.883  0.08
O 2.035 0.819 1.219  0.01
P -0.428 0.426 1.997  1.17
C -0.082 -1.341 1.841  -0.29
C -0.708 -2.155 0.906  -0.09
C -0.453 -3.513 0.921  -0.09
C 0.441 -4.053 1.830  -0.08
C 1.082 -3.236 2.746  -0.07
C 0.814 -1.882 2.758  -0.06
C -2.122 0.611 1.330  -0.26
C -2.508 1.703 0.553  -0.07
C -3.804 1.806 0.089  -0.08
C -4.750 0.851 0.436  -0.09
C -4.400 -0.183 1.292  -0.09
C -3.099 -0.302 1.738  -0.09
C 0.016 0.950 3.603  -0.31
C -0.764 0.687 4.743  -0.15
C -0.755 1.527 5.818  -0.16
C -0.176 2.825 5.674  -0.14
C 0.534 3.178 4.594  -0.08
C 0.928 2.174 3.551  -0.29
H -1.376 -1.723 0.173  0.11
H -0.942 -4.160 0.206  0.10
H 0.648 -5.113 1.816  0.11
H 1.803 -3.653 3.434  0.11
H 1.295 -1.217 3.463  0.11
H -1.770 2.441 0.272  0.09
H -4.069 2.621 -0.572  0.10
H -5.754 0.913 0.043  0.10
H -5.135 -0.921 1.584  0.10
H -2.822 -1.135 2.369  0.11
H -1.357 -0.222 4.762  0.10
H -1.283 1.285 6.729  0.07
H -0.394 3.563 6.435  0.09
H 0.851 4.200 4.433  0.09
H 1.976 1.866 3.705  0.15



ORCA calculation (ωB97M-V/def2-TZVPD) on a molecular structure, C27H41BaCl3N3O3Si in a non-equilibrium geometry.

## Properties
Net charge = -1
E_HOMO (spin up / spin down) = -0.0345 / -0.0664 hartree
Molar mass = 727.4 g/mol
Relative energy (zero: lowest compared OMol25 entry of this formula, charge and spin) = 5.1 kcal/mol
Kohn-Sham gap (spin up / spin down) = 2.8 / 3.6 eV

Each line ends with the Löwdin charge.
Geometry (Å):
C -0.793 -2.382 -3.926  -0.06
C -1.309 -0.967 -3.926  -0.25
H -0.851 -2.805 -4.936  0.07
H -1.403 -3.012 -3.259  0.08
H 0.253 -2.448 -3.587  0.07
C -2.187 -0.471 -4.825  -0.14
C -2.962 -1.261 -5.807  -0.12
H -2.387 0.598 -4.811  0.11
H -2.879 -2.342 -5.644  0.06
H -2.649 -1.030 -6.831  0.06
H -4.019 -0.978 -5.726  0.07
Ba -0.010 -0.513 1.463  1.45
Cl 2.057 -0.328 -1.873  0.28
Cl -1.207 -1.858 3.676  -0.47
H 3.385 0.856 5.732  0.10
H 5.614 -0.479 5.452  0.09
C 2.862 0.035 5.224  -0.01
C 4.989 -1.263 5.011  -0.05
N 3.808 -0.687 4.377  -0.18
H 2.039 0.424 4.613  0.09
C 3.527 -0.974 3.100  -0.29
O 2.418 -0.789 2.548  -0.24
H 5.553 -1.800 4.245  0.08
H 4.382 -1.422 2.563  0.14
H 2.468 -0.642 5.997  0.10
H 4.687 -1.956 5.804  0.09
H -2.705 -2.077 -0.666  0.05
H -4.343 -0.167 -2.217  0.09
C -3.436 -1.807 0.107  -0.05
C -4.878 -0.306 -1.262  -0.04
N -3.963 -0.469 -0.144  -0.18
H -2.946 -1.842 1.086  0.05
C -3.510 0.606 0.529  -0.33
O -2.547 0.590 1.318  -0.19
H -5.480 0.595 -1.090  0.09
H -4.087 1.530 0.297  0.14
H -4.271 -2.514 0.071  0.09
H -5.523 -1.188 -1.337  0.08
O -1.253 -0.687 -1.590  -0.19
C -1.159 -0.141 -2.708  -0.49
C -1.888 2.176 -2.119  -0.03
C -1.059 1.354 -2.894  -0.19
H -2.387 1.755 -1.251  0.08
C -2.135 3.488 -2.505  -0.10
H 0.879 -0.319 -2.440  -0.25
C -0.299 1.938 -3.923  -0.07
H -2.883 4.065 -1.963  0.10
C -1.465 4.029 -3.603  -0.12
C -0.501 3.271 -4.283  -0.10
H 0.417 1.311 -4.457  0.11
H -1.672 5.049 -3.915  0.08
H 0.057 3.700 -5.121  0.09
Si 1.107 -4.597 0.869  0.20
Cl -0.004 -3.040 -0.148  0.25
C 0.106 -4.993 2.377  -0.22
C 2.810 -3.942 1.194  -0.20
C 1.327 -5.962 -0.383  -0.22
H -0.234 -4.057 2.856  -0.07
H 0.724 -5.546 3.102  0.03
H -0.787 -5.602 2.153  0.04
H 0.372 -6.440 -0.645  0.03
H 2.016 -6.733 -0.004  0.04
H 1.775 -5.548 -1.298  0.03
H 2.799 -2.870 1.401  -0.01
H 3.425 -4.136 0.305  0.04
H 3.263 -4.469 2.045  0.04
N 0.820 2.094 1.291  -0.07
C 1.010 3.228 1.510  -0.23
C 1.248 4.592 1.815  -0.31
C 2.432 5.206 1.384  -0.10
C 2.714 6.509 1.786  -0.15
C 1.808 7.185 2.613  -0.18
C 0.586 6.602 2.985  -0.14
C 0.306 5.297 2.580  -0.10
H 3.123 4.650 0.752  0.09
H 3.638 6.984 1.457  0.08
H 2.050 8.183 2.974  0.07
H -0.147 7.144 3.590  0.08
H -0.633 4.811 2.864  0.10



ORCA calculation (ωB97M-V/def2-TZVPD) on C20H24N2O3S in the gas phase.

## Properties
Net charge = 0
SMILES string = CCCCNC(=O)c1ccc2c(SCC(=O)O)c3c(nc2c1)CCCC3
E_HOMO = -0.3207 hartree
Molar mass = 372.5 g/mol
Relative energy (zero: lowest compared OMol25 entry of this formula, charge and spin) = 1.9 kcal/mol
Kohn-Sham gap = 8.6 eV

Each line ends with the Löwdin charge.
Geometry (Å):
C -7.751 -0.499 0.274  -0.11
C -7.072 0.850 0.486  -0.27
C -5.565 0.732 0.706  -0.20
C -4.822 0.247 -0.539  -0.19
N -3.393 0.220 -0.329  0.06
C -2.682 -0.930 -0.299  -0.45
O -3.178 -2.023 -0.495  0.07
C -1.225 -0.763 -0.007  -0.12
C -0.575 -1.836 0.636  0.00
C 0.762 -1.788 0.909  -0.04
C 1.525 -0.666 0.532  -0.17
C 2.918 -0.544 0.723  -0.39
S 3.814 -1.938 1.421  0.98
C 4.254 -2.801 -0.142  -0.32
C 3.024 -2.942 -0.996  -0.62
O 2.694 -2.156 -1.842  0.12
O 2.323 -4.034 -0.692  0.10
C 3.586 0.602 0.362  -0.14
C 2.820 1.634 -0.247  -0.21
N 1.539 1.534 -0.470  0.17
C 0.875 0.425 -0.105  -0.20
C -0.507 0.350 -0.369  0.05
C 3.468 2.904 -0.717  -0.13
C 4.820 3.156 -0.064  -0.20
C 5.674 1.900 -0.189  -0.19
C 5.051 0.778 0.633  -0.17
H -8.829 -0.370 0.209  0.07
H -7.535 -1.167 1.105  0.08
H -7.409 -0.969 -0.643  0.07
H -7.512 1.334 1.361  0.10
H -7.261 1.493 -0.377  0.10
H -5.368 0.040 1.528  0.12
H -5.170 1.711 0.991  0.11
H -5.110 -0.775 -0.789  0.11
H -5.051 0.902 -1.388  0.13
H -2.944 1.085 -0.075  0.13
H -1.167 -2.699 0.901  0.12
H 1.249 -2.609 1.416  0.09
H 4.635 -3.771 0.167  0.09
H 5.011 -2.218 -0.665  0.09
H 1.503 -4.074 -1.210  0.14
H -0.950 1.183 -0.893  0.12
H 3.594 2.824 -1.801  0.13
H 2.777 3.730 -0.538  0.12
H 4.686 3.403 0.991  0.12
H 5.310 4.002 -0.548  0.11
H 5.730 1.604 -1.238  0.12
H 6.689 2.087 0.164  0.11
H 5.164 1.003 1.699  0.13
H 5.580 -0.160 0.453  0.09



ORCA calculation (ωB97M-V/def2-TZVPD) on C3H10N2 in the gas phase in a non-equilibrium geometry.

## Properties
Net charge = 0
SMILES string = NCCCN
E_HOMO = -0.3190 hartree
Molar mass = 74.1 g/mol
Relative energy (zero: lowest compared OMol25 entry of this formula, charge and spin) = 16.8 kcal/mol
Kohn-Sham gap = 9.9 eV

Each line ends with the Löwdin charge.
Geometry (Å):
N 2.010 -0.163 1.468  -0.02
C 0.910 0.426 0.685  -0.31
C -0.139 -0.583 0.196  -0.21
C -1.469 -0.021 -0.314  -0.31
N -1.363 0.474 -1.649  -0.01
H 2.894 0.142 1.079  0.05
H 2.114 -1.121 1.101  0.06
H 1.283 1.064 -0.130  0.10
H 0.412 1.190 1.289  0.10
H 0.275 -1.200 -0.607  0.11
H -0.300 -1.181 1.093  0.11
H -1.824 0.751 0.375  0.11
H -2.121 -0.907 -0.254  0.10
H -0.562 0.225 -2.187  0.06
H -2.119 0.904 -2.144  0.06